No. 1
{
  "formula": "C3H8O4",
  "method": "ωB97M-V with the def2-TZVPD basis set",
  "lumo_energy_ha": 0.0172,
  "homo_energy_ev": -10.423,
  "e_above_lowest_kcal_mol": 35.0,
  "total_charge": 0,
  "total_energy_ev": -11429.752,
  "smiles": "O=COCCO.O",
  "species": ["O", "C", "O", "C", "C", "O", "H", "H", "H", "H", "H", "H", "O", "H", "H"],
  "xyz": [[2.345, -1.572, -0.306], [1.545, -0.940, -0.992], [0.224, -0.685, -0.721], [-0.494, -1.071, 0.464], [0.097, -0.407, 1.713], [0.104, 1.012, 1.726], [1.791, -0.426, -1.942], [-0.339, -2.153, 0.638], [-1.583, -0.899, 0.365], [1.045, -0.938, 1.925], [-0.616, -0.655, 2.522], [0.185, 1.239, 0.776], [-1.559, 2.137, -1.934], [-2.033, 2.770, -2.519], [-0.711, 2.588, -1.716]],
  "forces_ev_per_a": [[-2.1, 1.3, -1.5], [0.5, -0.9, 1.9], [0.5, 0.4, -0.9], [0.9, -0.9, 1.0], [-1.3, -0.9, 0.9], [0.5, -0.3, -1.6], [-0.1, -0.3, 0.3], [-0.2, 0.3, -0.2], [0.8, 0.3, -0.6], [0.0, 0.9, 0.0], [0.5, -0.3, -0.2], [0.0, 0.3, 0.8], [0.4, 1.1, -0.3], [0.5, -0.6, 0.6], [-0.9, -0.4, -0.3]]
}

***

No. 2
{
  "formula": "C3H8O4",
  "method": "ωB97M-V with the def2-TZVPD basis set",
  "lumo_energy_ha": 0.0165,
  "homo_energy_ev": -10.348,
  "e_above_lowest_kcal_mol": 21.0,
  "total_charge": 0,
  "total_energy_ev": -11430.357,
  "smiles": "O=C(O)CCO.O",
  "species": ["O", "C", "O", "C", "C", "O", "H", "H", "H", "H", "H", "H", "O", "H", "H"],
  "xyz": [[0.464, -1.771, 0.519], [0.301, -0.562, 0.609], [-0.965, -0.030, 0.677], [1.382, 0.542, 0.331], [1.528, 1.028, -1.160], [2.507, 2.141, -1.362], [-1.675, -0.728, 0.650], [2.342, 0.091, 0.648], [1.191, 1.418, 0.980], [0.506, 1.345, -1.444], [1.737, 0.069, -1.673], [2.329, 2.602, -2.209], [-3.513, -1.960, 1.015], [-4.312, -2.146, 0.472], [-3.822, -2.040, 1.946]],
  "forces_ev_per_a": [[0.3, 2.0, 0.6], [-0.9, -0.8, -2.4], [0.4, -0.3, 0.2], [0.8, 0.3, 1.0], [-0.9, -0.1, 0.4], [-1.3, -1.7, 0.3], [1.0, 0.4, 0.2], [-0.4, 0.3, -0.1], [0.0, -0.5, -0.3], [0.6, 0.1, -0.2], [0.5, 0.9, -0.5], [-0.2, -0.7, 0.7], [-1.1, -0.2, 0.4], [0.9, 0.2, 0.6], [0.3, 0.1, -1.0]]
}

***

No. 3
{
  "formula": "C3H8O4",
  "method": "ωB97M-V with the def2-TZVPD basis set",
  "lumo_energy_ha": 0.0177,
  "homo_energy_ev": -10.434,
  "e_above_lowest_kcal_mol": 9.4,
  "total_charge": 0,
  "total_energy_ev": -11430.861,
  "smiles": "O=C(O)CCO.O",
  "species": ["O", "C", "O", "C", "C", "O", "H", "H", "H", "H", "H", "H", "O", "H", "H"],
  "xyz": [[1.995, 0.039, 1.090], [1.210, -0.066, 0.189], [0.343, 0.927, -0.113], [1.041, -1.263, -0.693], [0.408, -0.951, -2.055], [-0.983, -0.785, -1.960], [0.313, 1.553, 0.632], [0.329, -1.921, -0.196], [1.984, -1.782, -0.770], [0.565, -1.773, -2.759], [0.922, -0.102, -2.526], [-1.193, 0.057, -1.529], [-2.455, 2.157, 3.231], [-2.518, 1.250, 3.560], [-1.962, 2.660, 3.900]],
  "forces_ev_per_a": [[0.0, -0.1, 0.1], [0.2, 0.2, 0.3], [-0.5, 0.2, 0.2], [-0.5, 0.1, -0.5], [0.6, 0.0, -0.3], [-0.4, 0.3, -0.1], [0.3, -0.1, -0.3], [0.1, -0.1, 0.2], [0.3, -0.1, 0.0], [0.0, -0.1, 0.3], [-0.3, 0.1, 0.2], [0.3, -0.2, -0.1], [0.2, 0.1, 0.2], [0.1, 0.3, 0.0], [-0.3, -0.4, -0.3]]
}

***

No. 4
{
  "formula": "C3H8O4",
  "method": "ωB97M-V with the def2-TZVPD basis set",
  "lumo_energy_ha": 0.0151,
  "homo_energy_ev": -10.496,
  "e_above_lowest_kcal_mol": 13.6,
  "total_charge": 0,
  "total_energy_ev": -11430.681,
  "smiles": "O=C(O)CCO.O",
  "species": ["O", "C", "O", "C", "C", "O", "H", "H", "H", "H", "H", "H", "O", "H", "H"],
  "xyz": [[-1.080, 1.295, -0.157], [-0.397, 0.520, 0.448], [-0.586, 0.246, 1.757], [0.773, -0.200, -0.160], [1.484, -1.300, 0.618], [1.971, -0.960, 1.930], [-0.983, 0.985, 2.238], [0.605, -0.535, -1.182], [1.478, 0.630, -0.331], [0.820, -2.162, 0.754], [2.332, -1.624, 0.014], [1.373, -0.264, 2.227], [-2.289, 1.259, -2.919], [-3.091, 0.866, -3.280], [-2.409, 1.244, -1.958]],
  "forces_ev_per_a": [[-0.2, 0.3, 0.1], [-0.4, -0.2, -0.6], [0.7, -0.1, 0.6], [1.0, 0.4, 0.1], [-0.2, -0.5, 0.7], [-0.1, 0.5, -1.0], [-0.4, 0.0, -0.4], [-0.6, -0.1, 0.1], [0.1, -0.1, 0.2], [0.0, 0.0, -0.3], [0.1, 0.0, 0.1], [0.1, -0.2, 0.4], [-0.2, -0.1, 0.1], [0.1, 0.1, 0.0], [0.2, 0.1, -0.2]]
}

***

No. 5
{
  "formula": "C3H8O4",
  "method": "ωB97M-V with the def2-TZVPD basis set",
  "lumo_energy_ha": [0.0277, -0.0219],
  "homo_energy_ev": [-4.293, -11.253],
  "e_above_lowest_kcal_mol": 0.0,
  "s2": 2.005,
  "total_charge": 0,
  "total_energy_ev": -11425.394,
  "spin_multiplicity": 3,
  "species": ["C", "C", "C", "O", "O", "O", "O", "H", "H", "H", "H", "H", "H", "H", "H"],
  "xyz": [[-1.325, -0.716, 0.190], [-0.549, 0.417, -0.403], [1.537, 0.076, 0.057], [-0.720, 1.626, 0.275], [2.225, 0.468, -1.056], [1.658, 0.889, 1.146], [1.726, -1.259, 0.331], [-2.326, -0.771, -0.241], [-0.814, -1.657, -0.005], [-1.420, -0.567, 1.264], [-0.557, 0.498, -1.484], [-0.432, 2.351, -0.289], [2.892, -0.200, -1.265], [0.845, 1.436, 1.222], [1.564, -1.405, 1.270]],
  "forces_ev_per_a": [[0.6, 0.6, -0.1], [-5.4, 0.5, -1.1], [4.0, -0.5, 0.9], [0.3, -0.2, -0.2], [-0.3, 0.0, 0.4], [-0.2, 0.2, 0.4], [0.1, 0.3, -0.3], [-0.2, -0.1, 0.0], [0.0, -0.2, 0.0], [0.0, -0.1, 0.1], [0.4, 0.1, 0.0], [0.0, 0.0, -0.1], [0.2, -0.2, -0.1], [0.6, -0.5, -0.1], [0.0, 0.1, 0.1]]
}

***

No. 6
{
  "formula": "C3H8O6",
  "method": "ωB97M-V with the def2-TZVPD basis set",
  "lumo_energy_ha": 0.0144,
  "homo_energy_ev": -9.954,
  "e_above_lowest_kcal_mol": 35.7,
  "total_charge": 0,
  "total_energy_ev": -15524.701,
  "smiles": "OCC(O)(O)C(O)(O)O",
  "species": ["O", "C", "C", "O", "O", "C", "O", "O", "O", "H", "H", "H", "H", "H", "H", "H", "H"],
  "xyz": [[2.039, 1.151, -0.925], [0.955, 0.310, -0.953], [0.323, 0.262, 0.530], [1.189, -0.505, 1.290], [0.087, 1.492, 1.131], [-1.034, -0.480, 0.502], [-1.977, 0.252, -0.286], [-0.818, -1.758, 0.052], [-1.318, -0.555, 1.893], [2.585, 0.931, -0.075], [0.222, 0.720, -1.626], [1.259, -0.692, -1.256], [0.963, -0.382, 2.203], [0.016, 1.437, 2.144], [-2.348, -0.229, -1.100], [0.119, -1.873, 0.270], [-2.249, -0.863, 2.078]],
  "forces_ev_per_a": [[2.7, 0.3, 2.1], [-0.9, 0.3, 2.3], [-1.3, 0.0, -1.1], [1.5, -0.5, -0.6], [0.7, 1.0, 1.2], [0.0, 0.3, 0.0], [-0.3, -1.4, -0.3], [-0.2, -0.3, -1.0], [-2.4, 0.2, 0.0], [-1.4, 0.6, -2.4], [-0.3, 0.1, -0.3], [-0.3, -0.3, 0.1], [-0.2, -0.2, 0.8], [0.0, -0.3, -2.5], [1.2, 0.5, 2.1], [-0.1, -0.7, 0.0], [1.4, 0.4, -0.6]]
}